{
  "formula": "C3H7NO3S",
  "method": "the ωB97M-V functional and the def2-TZVPD basis",
  "species": ["S", "C", "H", "N", "H", "O", "H", "O", "C", "H", "H", "C", "O", "H", "H"],
  "coordinates": [[-1.393, 2.953, -2.104], [-0.170, 1.643, -1.612], [1.246, 1.723, -2.714], [-0.083, -2.674, 0.993], [-0.521, 0.887, -0.854], [-2.579, 2.919, -1.220], [1.764, -0.413, 2.206], [-0.933, 1.460, -2.770], [0.769, -0.830, 2.096], [0.789, -1.426, 3.088], [0.093, -0.011, 1.960], [0.758, -1.677, 0.863], [1.139, 1.630, -1.744], [-0.656, -2.982, 1.771], [-0.222, -3.203, 0.041]],
  "e_above_lowest_ev": 4.267,
  "total_energy_ev": -21687.70617,
  "lumo_ev": 0.582,
  "homo_energy_ev": -8.2277
}



{
  "formula": "C3H4FO2",
  "method": "the ωB97M-V functional and the def2-TZVPD basis",
  "species": ["H", "C", "O", "H", "F", "H", "O", "H", "C", "C"],
  "coordinates": [[2.316, 1.869, 0.002], [-1.143, -0.518, -0.133], [-0.239, -2.615, -0.548], [1.786, 2.161, 1.786], [-1.011, -0.777, 1.174], [-2.216, -0.294, -0.271], [-1.012, -1.380, -2.313], [0.635, 1.337, 0.671], [1.570, 1.782, 0.748], [-0.686, -1.565, -1.115]],
  "e_above_lowest_ev": 6.188,
  "total_energy_ev": -9983.32587,
  "charge": -1,
  "lumo_ev": [1.304, 1.330],
  "homo_energy_ev": [-2.5712, -2.5521]
}



{
  "formula": "C5H8O",
  "method": "the ωB97M-V functional and the def2-TZVPD basis",
  "species": ["H", "H", "C", "H", "C", "C", "H", "H", "O", "C", "H", "C", "H", "H"],
  "coordinates": [[-1.191, -1.715, 0.880], [1.440, -1.201, -1.420], [0.604, 0.533, 1.227], [-1.649, -1.391, -0.803], [0.948, -0.374, -0.922], [-0.119, -0.074, -0.002], [-2.198, -0.311, 0.486], [0.806, -0.357, 1.851], [1.727, 1.100, 0.719], [0.291, 0.820, -1.214], [0.890, 1.609, -0.621], [-1.357, -0.922, 0.142], [-0.013, 1.221, 1.838], [-0.179, 1.063, -2.162]],
  "e_above_lowest_ev": 5.509,
  "total_energy_ev": -7356.74635,
  "lumo_ev": [-0.854, -0.677],
  "homo_energy_ev": [-8.6975, -8.8020]
}



{
  "formula": "C5H8N2O2",
  "method": "the ωB97M-V functional and the def2-TZVPD basis",
  "species": ["O", "C", "H", "C", "H", "H", "O", "H", "H", "C", "N", "C", "C", "H", "N", "H", "H"],
  "coordinates": [[4.952, 0.618, -1.013], [0.791, -0.021, -1.538], [1.709, -1.936, -0.811], [1.635, -0.875, -0.543], [2.050, 1.846, -1.494], [-2.053, 0.925, 0.591], [-1.794, -0.065, 1.018], [2.427, 0.750, -2.871], [0.450, -0.599, -2.405], [2.078, 0.802, -1.832], [2.801, -0.083, -0.926], [-0.358, 0.700, -0.976], [4.084, -0.146, -0.589], [-1.827, -0.882, 0.490], [-1.066, 1.630, -0.781], [1.361, -0.768, 0.514], [4.333, -1.024, 0.037]],
  "e_above_lowest_ev": 3.456,
  "total_energy_ev": -12387.47914,
  "lumo_ev": 0.301,
  "homo_energy_ev": -9.9733
}



{
  "formula": "C53H117N7O7",
  "method": "the ωB97M-V functional and the def2-TZVPD basis",
  "species": ["H", "N", "H", "H", "H", "H", "H", "H", "C", "C", "H", "H", "C", "C", "H", "H", "C", "H", "C", "H", "C", "H", "H", "C", "H", "H", "C", "H", "C", "C", "C", "H", "C", "C", "H", "H", "C", "H", "H", "C", "H", "C", "H", "C", "C", "H", "H", "H", "H", "C", "H", "H", "H", "O", "H", "H", "H", "C", "H", "O", "C", "H", "H", "N", "C", "H", "H", "H", "H", "N", "H", "H", "H", "H", "C", "H", "C", "C", "H", "H", "H", "H", "O", "C", "N", "H", "H", "H", "C", "H", "H", "H", "C", "C", "H", "H", "H", "C", "C", "H", "C", "C", "H", "H", "C", "C", "H", "H", "C", "C", "H", "H", "C", "H", "H", "H", "H", "H", "C", "H", "H", "H", "H", "H", "H", "C", "H", "H", "H", "C", "H", "H", "H", "H", "C", "C", "H", "H", "H", "H", "H", "H", "H", "H", "C", "H", "H", "H", "H", "H", "H", "O", "O", "C", "C", "C", "C", "N", "H", "H", "C", "N", "O", "N", "H", "H", "C", "C", "H", "H", "H", "H", "H", "O", "H", "C", "H", "H", "H", "H", "H", "H", "H", "H"],
  "coordinates": [[19.214, -15.887, -9.352], [8.583, -9.910, -13.130], [17.594, -14.575, -13.007], [7.568, -8.482, -16.038], [3.881, -26.368, 1.059], [14.324, -15.661, -11.186], [6.422, -25.057, -3.871], [6.951, -24.518, -0.065], [8.838, -11.198, -12.484], [8.155, -11.324, -11.019], [9.156, -15.191, -4.976], [4.025, -16.761, -1.322], [17.133, -25.693, -7.915], [18.137, -17.813, -4.626], [15.251, -13.694, -10.084], [15.618, -19.037, 0.312], [3.412, -19.283, -1.990], [8.686, -7.690, -14.999], [8.003, -8.538, -15.040], [6.281, -25.583, 1.167], [4.857, -17.442, -1.503], [13.757, -23.939, -5.080], [10.356, -17.809, -4.398], [12.738, -24.123, -9.030], [15.825, -18.973, -11.645], [3.919, -27.458, -3.002], [3.759, -25.995, 0.042], [8.451, -13.263, -12.894], [5.846, -25.882, -3.452], [10.055, -15.346, -5.572], [18.026, -17.599, 0.274], [12.463, -27.398, -7.823], [10.324, -11.644, -12.272], [15.769, -16.773, -13.021], [16.593, -15.684, -0.898], [9.474, -12.669, -15.050], [4.524, -25.365, -2.880], [8.183, -10.902, -16.410], [12.994, -23.121, -8.687], [3.943, -27.071, -1.002], [10.509, -12.414, -11.523], [9.698, -17.824, -5.267], [19.877, -14.357, -10.000], [19.481, -15.340, -10.256], [5.933, -16.996, -0.483], [12.930, -24.197, -10.101], [14.513, -17.314, -2.289], [15.396, -16.629, -0.208], [12.657, -27.145, -9.532], [8.977, -20.102, -5.243], [16.330, -19.620, -4.855], [11.991, -24.616, -6.624], [18.672, -18.460, 0.447], [9.745, -19.128, -5.841], [4.974, -22.889, 0.584], [16.235, -17.482, -13.705], [3.378, -25.264, -4.790], [17.255, -14.328, -10.305], [15.224, -19.253, -3.543], [14.953, -26.125, -9.741], [15.673, -18.182, -10.911], [10.763, -12.026, -13.194], [15.962, -23.456, -9.588], [4.788, -24.452, -1.733], [16.156, -16.701, -3.561], [14.652, -18.145, -10.531], [14.982, -16.112, -9.696], [17.286, -14.516, -9.232], [17.517, -13.297, -10.543], [17.761, -17.966, -2.235], [15.595, -25.609, -5.767], [17.575, -25.874, -8.894], [3.375, -19.102, -3.064], [15.555, -16.754, -4.469], [15.858, -14.308, -10.750], [5.789, -26.685, -4.187], [3.654, -24.603, -3.968], [3.694, -26.553, -2.437], [9.390, -21.091, -5.441], [12.904, -26.062, -6.191], [18.808, -13.592, -12.288], [8.276, -16.593, -6.938], [18.773, -18.839, -2.213], [8.126, -12.301, -13.289], [9.185, -16.759, -7.347], [11.354, -26.288, -8.626], [3.226, -20.338, -1.792], [7.308, -15.391, -0.018], [6.460, -15.594, -0.673], [7.263, -8.332, -14.266], [16.029, -15.770, -13.361], [7.080, -11.143, -11.033], [17.044, -17.854, -0.935], [18.182, -15.293, -11.124], [20.320, -15.851, -10.729], [17.853, -25.208, -7.256], [6.737, -15.384, -1.706], [8.067, -10.992, -15.330], [8.721, -9.795, -14.614], [18.625, -16.847, -4.496], [12.934, -25.142, -6.775], [15.405, -24.712, -6.356], [4.951, -27.478, -0.920], [16.763, -20.052, -0.479], [4.342, -23.767, 0.718], [16.101, -16.797, -11.484], [11.034, -10.826, -12.151], [17.644, -17.740, -5.595], [10.165, -9.861, -15.034], [15.265, -16.527, -2.330], [5.064, -22.734, -2.042], [10.330, -9.575, -16.073], [10.104, -16.718, -6.243], [2.623, -26.357, -2.502], [2.664, -24.235, -3.697], [9.215, -17.720, -7.657], [7.218, -18.292, -1.332], [5.664, -14.910, -0.380], [15.947, -23.437, -8.498], [2.581, -18.716, -1.570], [10.030, -14.553, -6.320], [14.684, -16.867, -13.067], [4.571, -24.164, 1.707], [14.715, -25.332, -10.226], [17.010, -26.720, -7.571], [18.530, -14.633, -12.451], [8.519, -8.627, -11.851], [8.672, -17.574, -4.997], [2.717, -25.675, 0.022], [13.247, -25.334, -8.259], [14.669, -15.614, -2.338], [10.717, -10.800, -14.995], [4.170, -23.828, -4.536], [18.624, -16.720, 0.035], [4.799, -24.875, -0.283], [15.283, -15.734, -10.673], [18.928, -18.562, -4.652], [8.428, -10.431, -10.457], [8.433, -12.189, -10.416], [16.689, -20.204, -3.299], [7.786, -13.136, -15.236], [16.059, -23.920, -5.991], [6.559, -18.763, -0.017], [3.176, -27.759, -0.648], [15.782, -24.902, -7.859], [16.743, -15.795, -3.710], [18.483, -17.175, -12.630], [16.939, -23.058, -8.254], [11.126, -17.009, -6.487], [3.340, -23.353, 0.601], [5.193, -17.180, -2.506], [4.639, -18.829, -1.434], [9.203, -8.856, -12.485], [6.267, -25.349, 0.103], [16.079, -16.632, -1.057], [13.934, -24.153, -6.134], [16.199, -19.128, -0.606], [17.521, -16.656, -11.333], [19.301, -15.256, -12.904], [15.684, -13.904, -11.748], [17.089, -17.980, -3.535], [14.703, -25.646, -8.510], [18.356, -17.616, -11.786], [6.997, -17.942, -0.410], [15.137, -22.773, -8.194], [16.418, -18.385, -10.142], [8.450, -12.386, -14.807], [12.384, -26.642, -8.604], [5.441, -16.935, 0.488], [10.843, -15.047, -4.881], [7.957, -20.061, -5.627], [13.842, -23.196, -6.647], [11.652, -24.175, -8.954], [5.697, -23.453, -1.984], [17.409, -17.412, 1.153], [16.279, -19.331, -3.805], [8.860, -19.793, -4.205], [10.790, -9.277, -14.358], [7.022, -10.872, -15.043], [6.648, -26.223, -0.426], [7.054, -12.198, -13.123], [19.563, -18.299, -2.129], [15.459, -19.270, -1.394], [6.496, -26.259, -2.662]],
  "e_above_lowest_ev": 6.051,
  "total_energy_ev": -81609.78868,
  "lumo_ev": 0.277,
  "homo_energy_ev": -7.6991
}



{
  "formula": "C4H13N3O",
  "method": "the ωB97M-V functional and the def2-TZVPD basis",
  "species": ["N", "N", "H", "N", "C", "H", "H", "O", "C", "H", "H", "H", "H", "H", "H", "H", "H", "C", "H", "H", "C"],
  "coordinates": [[1.004, -0.236, 0.423], [-2.523, -0.608, 0.126], [-1.157, -1.136, -1.493], [2.016, -0.726, -0.444], [-0.495, 0.617, -0.377], [-0.746, 1.648, -2.217], [0.506, 0.282, 2.367], [-0.987, 1.467, 0.546], [-1.212, -0.679, -0.503], [-1.816, 1.037, 0.857], [0.655, 0.542, -2.167], [1.605, -1.116, 2.256], [-3.253, -0.361, -0.534], [-2.768, -1.475, 0.588], [2.293, -1.666, -0.152], [-0.336, -1.189, 0.211], [2.221, 0.523, 1.954], [0.072, 1.264, -1.601], [2.846, -0.139, -0.348], [0.724, 2.085, -1.309], [1.351, -0.136, 1.818]],
  "e_above_lowest_ev": 4.519,
  "total_energy_ev": -10873.15906,
  "lumo_ev": 0.863,
  "homo_energy_ev": -7.2512
}



{
  "formula": "C3H4N3O",
  "method": "the ωB97M-V functional and the def2-TZVPD basis",
  "species": ["C", "H", "O", "C", "H", "N", "H", "C", "H", "N", "N"],
  "coordinates": [[0.015, -1.515, 0.066], [0.213, -2.552, 0.419], [3.154, -0.681, -0.099], [0.642, -0.314, 0.009], [-2.476, 0.494, -0.242], [2.241, 0.231, -0.156], [-0.399, 1.533, -0.504], [-1.612, -0.182, -0.257], [2.296, 1.030, 0.655], [-1.352, -1.468, -0.108], [-0.425, 0.563, -0.200]],
  "e_above_lowest_ev": 0.719,
  "total_energy_ev": -9690.27229,
  "charge": -1,
  "lumo_ev": 3.957,
  "homo_energy_ev": -1.4678
}



{
  "formula": "C6H15NO",
  "method": "the ωB97M-V functional and the def2-TZVPD basis",
  "species": ["H", "H", "C", "H", "H", "H", "N", "C", "H", "H", "H", "C", "H", "C", "C", "H", "H", "H", "O", "H", "H", "C", "H"],
  "coordinates": [[-3.224, 0.928, 0.575], [-2.572, -0.502, -0.082], [-0.418, -0.356, 1.577], [-3.273, 0.868, -1.205], [4.203, -1.131, -2.984], [1.995, -0.833, 2.230], [1.900, -1.111, 1.274], [0.524, -1.237, 0.805], [-0.125, -0.150, 2.629], [-1.277, 1.216, -2.509], [2.654, -0.998, 0.629], [-1.252, 1.053, -0.381], [0.328, -2.292, 1.046], [-0.586, 1.045, 0.941], [-0.748, 1.424, -1.558], [-1.175, 1.775, 1.522], [0.360, -1.057, -0.244], [0.254, 1.779, -1.691], [3.265, -1.043, -2.868], [-1.417, -0.738, 1.741], [2.906, -0.757, -2.026], [-2.730, 0.544, -0.327], [0.407, 1.573, 0.906]],
  "e_above_lowest_ev": 2.437,
  "total_energy_ev": -10001.31984,
  "lumo_ev": 0.774,
  "homo_energy_ev": -8.7353
}



{
  "formula": "C2H85O43",
  "method": "the ωB97M-V functional and the def2-TZVPD basis",
  "species": ["H", "H", "H", "O", "O", "O", "H", "H", "O", "O", "H", "H", "O", "O", "O", "H", "H", "H", "H", "H", "H", "O", "H", "O", "H", "H", "H", "H", "H", "H", "O", "H", "H", "H", "H", "H", "O", "H", "O", "O", "O", "O", "H", "O", "H", "H", "H", "H", "O", "H", "O", "H", "O", "H", "H", "O", "H", "H", "H", "H", "H", "O", "O", "O", "O", "H", "H", "O", "O", "H", "H", "H", "O", "C", "O", "H", "O", "H", "O", "H", "H", "H", "H", "O", "H", "H", "H", "H", "O", "H", "H", "H", "O", "H", "H", "H", "H", "H", "H", "O", "O", "O", "H", "H", "H", "H", "H", "H", "C", "H", "H", "H", "H", "O", "H", "O", "H", "H", "H", "H", "H", "H", "O", "O", "O", "H", "H", "H", "O", "H"],
  "coordinates": [[-2.365, 0.423, -4.026], [-2.402, -3.281, 3.969], [0.593, -4.221, -2.224], [-4.889, -2.978, -4.051], [-2.900, 5.374, 0.267], [4.548, 0.796, 3.264], [-1.775, 1.438, 6.436], [0.868, -4.496, -3.687], [1.900, -1.334, -2.940], [3.616, -3.511, -0.333], [2.391, -2.802, 3.978], [-0.894, 3.430, -4.227], [0.995, 0.825, -1.087], [0.652, 1.522, -3.711], [1.874, 2.013, 4.886], [-5.316, -3.641, -4.594], [-1.441, -0.273, -5.003], [-0.568, 3.389, 2.664], [3.546, 3.747, -3.943], [5.365, -0.697, 0.634], [6.794, -0.376, 1.018], [-0.930, 1.546, 6.000], [-2.715, 4.471, 0.010], [4.800, 4.031, -0.384], [-1.448, -5.788, -1.122], [-1.784, -7.240, -0.856], [-1.098, -1.196, -1.348], [-4.334, 0.234, -0.091], [-2.318, 4.498, 5.382], [-1.101, 4.991, 1.125], [4.244, 4.003, -3.340], [-1.822, 3.144, -3.066], [-2.909, -0.227, 0.131], [-0.569, -0.697, 3.392], [2.700, 1.259, 1.166], [-3.246, -3.543, 2.739], [-0.573, 1.013, 0.492], [0.773, -7.924, -1.196], [2.508, -1.868, 4.148], [-1.541, -4.249, 0.388], [-1.470, 0.098, -4.121], [2.414, 2.900, -5.258], [-5.278, -1.338, -1.609], [-1.991, -6.509, -1.439], [-2.961, 5.851, -0.561], [-4.099, 4.344, 1.902], [1.963, 3.199, -6.047], [0.339, 4.587, 0.893], [-0.369, 4.530, 1.535], [-1.683, 2.174, -0.784], [5.000, 0.783, -3.949], [4.617, 3.854, -1.307], [-5.637, -1.172, -2.481], [5.031, 4.039, -3.884], [-5.581, 2.346, -0.088], [-4.684, 2.413, 0.239], [0.922, -6.576, -0.525], [-3.159, 2.501, -0.708], [-1.130, 1.467, 5.067], [-3.910, -2.367, -0.185], [3.171, 3.478, 2.194], [-3.929, 3.679, 2.569], [-3.984, 1.638, 4.445], [0.300, -0.638, 2.995], [-1.904, -2.840, -4.384], [-1.447, 4.123, 4.202], [5.669, 4.432, -0.384], [-3.975, -3.196, -0.660], [-0.712, 2.669, 3.277], [-3.958, -3.062, -4.259], [0.517, 1.451, -2.766], [-0.998, -1.317, 0.368], [0.663, -3.518, 1.830], [0.078, 0.397, -0.376], [-2.248, -0.345, 3.778], [-2.174, -1.067, 4.402], [6.262, -1.020, 0.550], [-3.135, -3.628, -0.506], [3.418, -0.643, 0.227], [4.717, -0.068, -4.282], [1.360, 1.879, 1.505], [2.611, 4.314, -0.527], [0.061, 0.870, -4.087], [-2.470, -3.855, 3.205], [0.571, -4.218, 0.058], [-2.194, -4.696, 0.927], [1.604, 3.234, -0.858], [3.697, -3.612, -1.281], [2.296, 1.950, 1.692], [4.677, 0.693, 4.207], [-0.898, -3.917, 1.015], [1.143, 1.395, 4.888], [-2.160, 4.707, 4.462], [0.142, -0.274, 2.124], [1.501, 2.825, 4.544], [0.744, -2.653, 2.232], [1.907, -1.437, 3.540], [-4.776, 2.775, 1.120], [3.979, 4.415, 1.322], [-3.759, -0.524, -0.194], [3.694, 4.279, 2.225], [0.993, -4.798, -0.577], [1.930, -4.696, -0.409], [-5.233, -1.838, -3.038], [3.106, -2.693, -3.026], [4.365, -3.989, 0.024], [1.844, -0.438, -3.271], [3.559, -1.576, 0.065], [-0.418, -1.038, -0.511], [2.641, -0.425, -0.288], [-0.879, 1.909, 2.720], [-1.894, -1.988, -3.947], [-2.972, 0.186, 4.110], [-1.704, 3.730, -3.814], [-1.041, -3.212, -4.202], [1.388, -7.397, -0.685], [1.182, -1.402, -2.310], [-3.416, 4.135, 3.237], [3.119, -4.161, -3.397], [4.208, 1.321, -3.963], [0.467, -1.674, -0.467], [1.740, 2.446, -4.752], [0.324, -3.965, -3.106], [-2.391, 2.595, -1.272], [3.660, -3.474, -3.007], [-3.781, 2.471, 4.020], [1.142, -4.102, 2.418], [3.602, 0.903, 3.162], [1.680, 4.174, -0.698], [-4.843, 1.395, 4.098]],
  "total_energy_ev": -91505.40129,
  "charge": -1,
  "lumo_ev": 1.323,
  "homo_energy_ev": -7.3738
}